One molecule with the formula C5H8O, computed with the ωB97M-V functional and the def2-TZVPD basis.

Structure (XYZ):
```
14
Properties=species:S:1:pos:R:3:forces:R:3:lowdin_charge:R:1
C -0.31218 -1.96449 1.00147 -0.066 -0.089 0.081 -0.0766
C -0.22462 -0.62788 0.32786 -0.448 0.139 0.085 -0.4314
C -1.13789 0.31864 0.22955 0.209 -0.367 0.084 0.0065
C -0.73417 1.64733 -0.50853 0.151 0.157 -0.095 -0.2858
C 0.60002 1.38588 -0.98908 0.016 -0.020 -0.025 0.0898
O 1.06752 -0.44465 -0.32989 0.269 0.221 0.012 -0.0615
H 0.43534 -2.07814 1.79997 -0.069 0.062 -0.128 0.0729
H -1.29776 -2.07068 1.45303 0.106 0.013 -0.053 0.0756
H -0.15995 -2.78841 0.29407 -0.010 0.149 0.062 0.0765
H -1.45504 1.80772 -1.31439 0.127 -0.069 0.117 0.1062
H -0.79501 2.47017 0.20815 0.026 -0.159 -0.091 0.1045
H 0.76023 1.03469 -2.00311 -0.024 0.036 0.173 0.1027
H 1.47182 1.81449 -0.50182 -0.143 -0.090 -0.065 0.0985
H 1.78169 -0.50467 0.33271 -0.143 0.017 -0.156 0.1221
```
Positions in Å, forces in eV/Å.

As for the maximum force: 0.477 eV/A. For the LUMO energy (spin up / spin down), the calculation gives 0.00 / 0.00 eV. For the HOMO energy (spin up / spin down), the calculation gives -7.222 / -7.228 eV. The energy relative to the best compared isomer or geometry (same formula, charge and spin) is 123.6 kcal per mole. The net charge is 0. For the electronic energy, the calculation gives -270.36097 hartree. Its frontier orbital gap (spin up / spin down) is 7.22 / 7.23 eV.